Record 1
C10H29INO7 | ωB97M-V/def2-TZVPD

Maximum force: 0.066 hartree/bohr
LUMO: 2.98 eV
M: 402.25 g/mol
Net charge: -1
Orbital gap: 8.0 eV
ΔE to the lowest compared entry with this formula, charge and spin: 2.517 eV

Each line ends with the Löwdin charge.
Positions of all 48 atoms, in Å:
I -1.70003 -0.31552 -1.00251  0.102
C 1.03026 1.66033 2.15436  -0.074
C 1.76705 0.36216 1.66507  -0.397
C 2.96561 0.04616 2.59366  -0.189
O 3.60228 -1.24897 2.34518  -0.190
C 5.01446 -1.31619 2.66156  -0.117
N 0.79777 -0.74044 1.73563  0.043
H 1.61729 2.57175 2.26748  0.062
H 0.42101 1.55420 3.05193  0.066
H 0.17940 1.82471 1.49321  0.059
H 2.18831 0.50787 0.67037  0.137
H 2.66281 -0.08546 3.63245  0.118
H 3.61362 0.92077 2.53685  0.110
H 5.52020 -0.62965 1.98260  0.073
H 5.41777 -2.26969 2.32056  0.074
H 5.34789 -1.17630 3.68983  0.074
H 0.06623 -0.50436 1.08048  -0.079
H 0.37419 -0.52689 2.62731  0.062
C -5.73610 1.63885 -0.45331  -0.210
C -5.00725 1.70870 0.92216  -0.281
O -4.13331 0.65791 1.14086  -0.128
O -4.84124 2.17815 -1.46679  -0.114
H -6.66260 2.19906 -0.57921  0.100
H -6.19664 0.70460 -0.77452  0.108
H -5.74292 1.76251 1.72466  0.105
H -4.44595 2.64021 0.99516  0.112
H -3.69437 0.60972 0.28845  -0.136
H -3.98904 1.73944 -1.41307  -0.007
C 0.06246 3.18801 -3.04025  -0.213
C 0.47891 3.51115 -4.55044  -0.315
O 0.00977 2.61392 -5.42925  -0.046
O 0.79809 2.00565 -2.77201  -0.111
H -1.02685 3.15082 -3.05094  0.111
H 0.35680 4.00707 -2.38405  0.101
H 1.55591 3.63758 -4.66085  0.107
H 0.10426 4.45710 -4.94150  0.109
H 0.47892 1.80414 -5.21538  0.092
H 0.33389 1.45469 -2.13754  -0.039
C 0.61552 -5.34155 0.45519  -0.229
C 0.37384 -4.23718 -0.64027  -0.282
O 0.42878 -3.02582 -0.02085  -0.109
O 1.71644 -5.06517 1.31433  -0.070
H 0.82618 -6.31927 0.02182  0.102
H -0.22483 -5.40359 1.14660  0.109
H -0.54370 -4.36113 -1.21546  0.114
H 1.16471 -4.27548 -1.38938  0.104
H -0.27695 -2.52081 -0.43134  -0.083
H 2.33115 -5.75396 1.05106  0.067

Force components x, y, z for each atom (eV/Å):
0.0 0.2 -0.4
-0.2 -0.2 -0.5
0.0 -0.1 1.5
-0.1 -1.0 0.3
0.9 0.8 0.0
-0.7 0.2 -1.6
0.7 0.8 0.0
0.2 0.0 -0.2
0.7 -0.6 0.7
0.4 0.3 -0.8
-0.3 -0.1 -0.2
-0.5 0.6 0.2
0.7 -0.2 -0.1
0.3 0.6 0.3
-0.6 -0.4 0.2
-0.5 0.3 0.3
-0.3 -0.3 -0.4
-0.4 -0.6 0.4
0.7 1.0 -0.7
-1.7 0.5 -0.2
-0.4 -0.3 0.1
-1.0 -0.2 0.3
0.3 1.1 0.7
1.0 -1.0 0.4
-0.1 -0.3 0.2
-0.2 0.4 -0.4
1.1 -0.9 -0.1
0.3 -0.4 -0.1
1.1 0.7 -2.4
0.2 2.6 2.2
-0.6 -2.4 -1.5
-0.3 0.3 0.0
-0.1 -0.7 0.3
0.2 0.1 0.1
0.5 -0.3 0.5
-0.4 0.5 0.7
-0.3 -0.6 -0.1
-0.4 -0.4 0.3
-0.6 0.5 -0.4
1.0 -1.8 0.4
-0.4 1.0 0.4
0.5 -0.2 -0.5
-0.6 -0.1 -0.4
-0.5 0.0 -0.4
-0.4 -0.5 0.3
0.5 -0.4 -0.2
-0.1 0.9 0.3
0.5 0.4 0.4

---

Record 2
C21H42CrF12O21P2 | ωB97M-V/def2-TZVPD

Spin multiplicity: 5
⟨S²⟩: 6.003
Maximum force: 0.119 hartree/bohr
LUMO (alpha / beta): -0.07 / -0.07 eV
M: 972.47 g/mol
Net charge: 0
Orbital gap (alpha / beta): 7.3 / 10.0 eV

Each line ends with the Löwdin charge.
Positions of all 99 atoms, in Å:
Cr -0.08307 -0.46290 -0.00632  0.855
P -1.55961 -3.89799 -0.29551  0.266
F -0.23478 -4.21116 -1.18993  -0.140
F -0.97367 -2.37760 -0.22419  -0.215
F -2.32457 -3.58062 -1.72435  -0.189
F -2.92287 -3.40588 0.44092  -0.159
F -2.03731 -5.43920 -0.54643  -0.168
F -1.00748 -4.31041 1.19609  -0.143
P 4.20498 -0.13753 -0.76312  0.254
F 2.65788 -0.08066 -0.45621  -0.129
F 4.31046 1.46395 -1.21077  -0.186
F 4.51747 0.42459 0.76971  -0.193
F 5.77659 -0.25815 -1.20121  -0.174
F 4.38117 -1.66272 -0.24951  -0.154
F 3.80853 -0.71684 -2.26410  -0.166
C 2.86935 -1.23777 3.31469  -0.043
O 2.50209 -2.47687 2.83881  0.019
C 1.74663 -2.63362 1.74878  -0.435
O 1.09223 -1.74515 1.18590  0.049
O 1.83205 -3.92448 1.30614  -0.004
C 2.69432 -4.89467 1.86840  -0.039
H 2.07208 -0.65921 3.78128  0.092
H 3.32106 -0.58766 2.56541  0.090
H 3.67665 -1.30715 4.04377  0.104
H 2.81325 -5.79086 1.25947  0.096
H 2.29386 -5.25231 2.81700  0.098
H 3.69694 -4.47272 1.93773  0.099
C -1.95829 1.00084 -4.85851  -0.018
O -1.40923 0.66746 -3.56802  -0.015
C -2.11059 0.04069 -2.57545  -0.429
O -1.60134 -0.37020 -1.46458  0.003
O -3.37607 -0.01378 -2.84350  0.012
C -4.33575 -0.68246 -2.05917  -0.009
H -1.89476 0.28882 -5.68136  0.092
H -1.49657 1.91281 -5.23695  0.096
H -3.00354 1.23784 -4.66008  0.091
H -4.53703 -1.69485 -2.40939  0.107
H -5.27782 -0.13489 -2.08669  0.100
H -3.99835 -0.87372 -1.04050  0.082
C -1.64219 -1.37229 5.10796  -0.006
O -1.17514 -1.49126 3.72802  0.043
C -1.89278 -1.12845 2.69963  -0.519
O -1.38662 -0.80200 1.61464  0.041
O -3.20493 -1.17368 2.99878  -0.002
C -4.13388 -0.40289 2.15261  0.027
H -2.41380 -2.03109 5.50632  0.096
H -1.79770 -0.33865 5.41701  0.092
H -0.82095 -1.74965 5.71728  0.091
H -3.79873 0.62802 2.26671  0.088
H -5.12559 -0.41233 2.60483  0.095
H -4.12241 -0.82842 1.14917  0.084
C 2.79852 -3.67617 -2.26022  -0.021
O 1.91813 -3.06762 -3.20332  -0.001
C 1.14402 -2.03497 -2.77363  -0.444
O 0.95076 -1.66885 -1.57648  0.019
O 0.52023 -1.41035 -3.77463  -0.004
C 0.57141 -1.86274 -5.06590  -0.062
H 2.23550 -4.23310 -1.51127  0.088
H 3.49809 -2.95553 -1.83669  0.069
H 3.49197 -4.33676 -2.78066  0.096
H 0.30703 -2.90224 -5.25993  0.109
H 1.63540 -1.76173 -5.27991  0.105
H -0.01213 -1.19342 -5.69803  0.085
C -2.11802 4.41138 2.54407  -0.058
O -1.48172 3.38368 1.86433  -0.011
C -2.11586 2.73767 0.84697  -0.483
O -1.72563 1.64478 0.41505  0.099
O -3.22067 3.35915 0.37024  -0.028
C -4.22922 2.84033 -0.48653  -0.009
H -3.05220 4.06913 2.98934  0.106
H -2.19767 5.28992 1.90382  0.103
H -1.40440 4.62987 3.33849  0.090
H -4.77970 2.08592 0.07557  0.094
H -3.70978 2.36437 -1.31825  0.090
H -4.93130 3.58742 -0.85671  0.101
C 0.53632 4.66415 -1.09923  -0.036
O 0.32546 3.29449 -0.87952  0.013
C 0.64337 2.33076 -1.71171  -0.469
O 0.49611 1.13007 -1.32511  0.020
O 0.99904 2.84691 -2.89451  0.011
C 1.63938 2.01975 -3.86864  0.005
H 0.25604 5.26939 -0.23713  0.094
H 0.06892 5.12832 -1.96766  0.099
H 1.61143 4.81053 -1.20317  0.102
H 2.40573 1.40246 -3.39984  0.097
H 2.15171 2.58544 -4.64686  0.101
H 0.87470 1.37657 -4.30414  0.077
C 0.59131 2.31297 4.56329  0.002
O 0.47079 1.46683 3.38072  -0.015
C 1.16905 1.62800 2.26428  -0.517
O 0.85654 0.92398 1.32336  0.059
O 2.27502 2.41445 2.43949  0.008
C 3.22854 2.75562 1.42105  -0.029
H -0.09654 1.96223 5.33267  0.087
H 0.47104 3.37553 4.35212  0.089
H 1.57592 2.02050 4.92811  0.096
H 3.11848 2.21533 0.48081  0.060
H 4.18097 2.31623 1.71758  0.086
H 3.44772 3.80909 1.24711  0.096

Force components x, y, z for each atom (eV/Å):
-0.2 -0.1 -0.7
-0.7 -1.2 -1.6
0.2 -0.5 1.1
-1.1 -1.6 0.5
0.1 0.8 0.1
0.0 -0.2 0.1
0.0 0.5 1.0
0.5 0.5 -1.4
2.4 -0.2 -0.7
0.1 0.4 0.4
-1.0 -1.0 -0.5
0.3 -1.0 -0.7
-0.3 0.6 0.5
-0.9 0.0 0.6
0.1 1.0 0.3
0.8 2.6 0.4
-0.4 -1.5 -0.4
-0.1 0.1 -1.3
2.3 -2.7 2.1
-1.2 1.9 -0.7
0.8 0.1 0.7
-0.4 -0.3 0.0
-0.3 -0.2 -0.6
-0.2 -0.8 0.1
-0.7 0.4 -0.7
0.2 0.3 0.2
0.0 0.0 0.5
-1.5 0.8 0.6
0.5 -1.0 1.0
2.9 -0.8 3.4
-2.6 2.0 -5.2
-0.7 0.2 -1.1
-0.5 -1.3 1.2
0.3 -0.7 0.7
0.4 0.0 0.5
-0.1 0.0 -0.6
0.3 0.1 -0.6
0.3 0.3 0.0
0.2 0.5 0.0
1.0 -0.5 0.6
0.5 -0.3 1.4
-0.2 0.8 -2.2
-2.2 -0.6 3.2
-0.4 0.6 -0.5
1.1 -0.2 0.8
-0.7 0.1 -1.2
-0.2 0.0 -0.5
0.5 0.3 -0.4
0.1 0.1 -0.8
0.2 -0.7 0.1
0.0 0.4 0.1
0.9 -0.2 0.7
-1.0 1.6 0.2
-0.2 0.1 3.4
1.6 -1.6 -4.8
-1.1 0.3 2.7
1.8 -0.4 -1.7
0.0 0.2 0.0
-0.7 0.3 0.3
-0.6 -0.2 -0.5
-0.3 0.0 0.5
0.0 -0.2 -1.1
0.0 0.0 0.2
0.2 0.9 0.7
-0.2 -1.9 -2.2
0.1 -3.2 -1.5
-1.2 3.3 1.2
0.6 2.2 1.6
0.9 -1.7 -0.1
-0.1 0.3 -0.2
-0.5 0.0 0.2
-0.3 0.3 0.1
-0.1 -0.1 -0.2
-0.3 -0.1 -0.2
0.5 0.4 0.4
1.5 1.1 -0.5
-1.1 0.0 1.3
-0.7 -3.3 0.9
1.5 5.1 -3.0
0.3 -0.2 0.5
0.1 -1.4 0.0
-0.3 -0.7 0.3
-0.3 -0.6 -0.2
0.1 0.2 -0.2
-0.1 -0.1 0.2
-0.4 0.6 0.3
0.2 -0.1 -0.1
1.3 -1.2 -0.5
-1.2 0.8 0.9
1.2 -1.0 -0.6
1.5 2.2 1.2
-1.7 0.1 0.1
1.3 -1.4 -0.8
-0.4 0.0 -0.5
0.2 -0.2 -0.1
0.2 0.9 0.3
-0.9 0.3 0.1
-0.1 0.2 0.5
-1.0 0.2 0.5

---

Record 3
C20H56F5N2O16PS | ωB97M-V/def2-TZVPD

Maximum force: 0.107 hartree/bohr
LUMO: -0.09 eV
M: 738.70 g/mol
Net charge: 0
Orbital gap: 8.6 eV

Each line ends with the Löwdin charge.
Positions of all 101 atoms, in Å:
C 1.71742 -1.40093 1.18334  -0.046
C 3.16970 -0.83428 0.96346  -0.386
O 4.14748 -1.77253 1.46914  -0.084
C 3.44361 -0.48384 -0.54011  -0.185
N 2.63699 0.69835 -0.96131  -0.054
C 2.61034 0.74586 -2.44942  -0.192
C 1.27484 1.31145 -3.03953  -0.149
O 0.24385 0.27518 -3.04469  -0.152
O -0.93933 0.99442 -3.23803  -0.191
P -1.82592 0.68327 -1.81454  0.631
O -0.81830 0.50505 -0.72030  -0.241
O -2.80998 1.93611 -1.43954  -0.174
C -2.11803 3.21423 -1.52489  -0.217
C -1.78596 3.85464 -0.12475  -0.147
C -0.26861 4.31523 0.01651  -0.198
C 0.54312 3.35277 0.99066  -0.197
C -0.06787 3.33169 2.45127  -0.277
N -0.07113 1.95667 3.05220  -0.018
O -2.68470 -0.74581 -2.16090  -0.278
S -3.60297 -1.28154 -0.89974  0.741
O -5.00825 -1.09816 -1.28334  -0.263
O -3.33608 -0.64338 0.37975  -0.239
C -3.33092 -3.13630 -0.86497  -0.376
F -3.98397 -3.74395 0.15193  0.139
F -3.90712 -3.59617 -2.04067  0.085
C -1.78893 -3.55169 -0.96487  -0.446
F -0.96365 -2.51892 -0.62623  0.135
F -1.46057 -3.87390 -2.26079  0.136
F -1.53473 -4.67659 -0.23366  0.154
H 1.65483 -2.51725 1.13278  0.084
H 1.04901 -0.97752 0.37852  0.059
H 1.32566 -1.02365 2.16331  0.075
H 3.31404 0.11724 1.55128  0.138
H 3.89283 -2.06822 2.35886  0.091
H 3.23096 -1.40335 -1.14266  0.129
H 4.52833 -0.21144 -0.72760  0.131
H 3.21994 1.49905 -0.69002  0.108
H 3.42505 1.45251 -2.77396  0.129
H 2.79548 -0.23900 -2.94692  0.108
H 1.38491 1.61936 -4.13137  0.103
H 0.97219 2.20304 -2.41949  0.122
H -2.81980 3.91625 -2.05036  0.124
H -1.17995 3.20489 -2.13150  0.094
H -2.38954 4.80061 -0.01745  0.112
H -2.11362 3.17208 0.69789  0.111
H 0.27357 4.30995 -0.96273  0.090
H -0.18702 5.34344 0.47169  0.113
H 0.62443 2.30776 0.57512  0.087
H 1.57221 3.81498 1.07287  0.106
H 0.54925 3.96687 3.14514  0.093
H -1.11091 3.74584 2.49911  0.103
H -0.82451 1.40087 2.62799  0.061
H 0.83025 1.56070 2.75774  0.049
C -1.37791 6.94350 -2.71400  -0.118
O -1.34006 5.54144 -2.47024  -0.163
H -1.41978 7.46085 -1.75685  0.084
H -0.47831 7.25340 -3.25184  0.078
H -2.26516 7.19670 -3.29956  0.081
H -1.30300 5.10441 -3.32957  0.066
C 1.97317 3.07231 6.26285  -0.166
O 2.53642 3.81128 5.18687  -0.140
H 2.16261 2.01336 6.09736  0.077
H 2.43310 3.37760 7.20677  0.072
H 0.89491 3.24414 6.30196  0.075
H 2.35418 4.74191 5.35643  0.072
C 4.93213 -5.41553 2.53380  -0.165
O 5.47783 -4.70210 1.43252  -0.130
H 5.11615 -6.47907 2.38916  0.070
H 5.41292 -5.08934 3.45959  0.075
H 3.85381 -5.24040 2.59127  0.076
H 5.30187 -3.76452 1.58465  0.040
C -7.06314 -2.94034 0.28133  -0.158
O -8.40631 -2.99066 -0.18419  -0.118
H -7.02097 -3.38850 1.27419  0.068
H -6.41628 -3.50176 -0.39552  0.065
H -6.73179 -1.90220 0.33896  0.071
H -8.42002 -2.59036 -1.06053  0.077
C 2.87224 0.12874 -6.64582  -0.140
O 3.33826 0.17717 -5.30310  -0.137
H 2.04902 0.83394 -6.75216  0.069
H 3.67683 0.40824 -7.33074  0.078
H 2.51776 -0.87773 -6.88195  0.080
H 4.06488 -0.45211 -5.22947  0.085
C 0.58954 4.58538 -5.67152  -0.137
O 0.56030 3.19013 -5.39601  -0.138
H 1.38473 5.03924 -5.08204  0.087
H 0.78748 4.75293 -6.73281  0.082
H -0.36715 5.04066 -5.39828  0.065
H -0.15064 2.81229 -5.92724  0.087
C -7.59792 -3.74808 4.43782  -0.169
O -8.94001 -3.79859 3.97222  -0.126
H -7.55643 -4.19491 5.42989  0.077
H -6.94920 -4.31123 3.76118  0.067
H -7.26570 -2.70817 4.49585  0.077
H -8.95610 -3.39919 3.09444  0.065
C 5.90559 -8.35358 4.98517  -0.162
O 5.28216 -7.23268 5.59994  -0.134
H 6.40094 -8.02302 4.07371  0.071
H 6.64628 -8.78203 5.66521  0.075
H 5.15071 -9.10363 4.73526  0.077
H 4.85215 -7.55185 6.40080  0.073

Force components x, y, z for each atom (eV/Å):
-0.2 1.0 -0.5
-0.5 0.2 0.4
0.1 0.0 -0.3
0.8 -0.3 0.5
0.6 -1.0 -0.6
-0.4 0.6 -0.7
0.9 0.3 -0.5
1.9 0.2 0.1
-3.6 -0.2 1.1
3.8 1.2 2.5
-2.1 -0.2 -1.5
1.0 -2.3 -2.0
0.0 2.2 0.2
0.2 0.8 -0.2
0.4 -1.2 1.0
-0.1 1.0 0.1
0.2 -0.3 0.2
0.1 0.7 -0.5
-0.3 0.9 1.5
-4.5 2.8 1.6
2.7 -1.1 -0.4
1.2 -1.5 -1.9
0.2 -1.7 -1.9
1.1 1.3 -0.8
0.5 0.7 1.5
1.5 -0.7 -0.8
-1.3 -1.5 0.2
-0.8 0.6 1.6
-0.4 1.8 -0.5
0.4 0.9 0.1
0.6 -0.4 0.9
0.2 -0.6 -0.7
-0.4 -0.7 -0.5
-0.2 0.4 -0.5
-0.1 0.9 0.3
-0.8 -0.8 0.5
-0.6 -0.3 0.1
-0.8 -0.7 -0.2
-0.1 0.8 0.7
0.2 -0.3 1.7
-0.1 -1.0 -0.5
0.5 -1.1 0.5
-0.8 -0.6 0.5
0.3 -1.1 -0.2
0.5 0.4 -0.7
-0.7 0.2 0.7
-0.3 -0.9 -0.7
-0.2 1.0 0.4
-0.8 -0.8 -0.2
-0.5 -0.5 -0.8
0.9 -0.4 -0.2
0.6 0.2 0.0
-0.6 -0.2 0.3
0.1 -0.2 -0.2
0.1 0.4 -0.3
0.0 -0.1 0.0
0.0 0.2 0.0
0.0 0.2 0.0
0.0 0.0 0.1
-0.1 0.3 0.0
0.1 0.1 -0.1
0.0 0.1 -0.1
-0.1 -0.1 0.1
0.0 -0.2 0.1
0.1 -0.1 -0.1
0.1 0.4 -0.1
0.0 0.0 0.0
0.0 0.1 -0.1
-0.1 -0.2 0.2
0.0 -0.2 0.2
0.0 -0.1 -0.3
-0.2 0.2 -0.2
-0.1 -0.1 0.0
-0.1 0.0 -0.1
0.1 0.0 0.1
0.2 -0.1 0.1
-0.1 0.0 0.1
0.2 -0.2 0.1
0.1 0.0 0.0
0.1 0.0 0.1
-0.1 0.0 -0.2
-0.1 0.1 -0.2
-0.1 0.1 0.1
-0.1 -0.3 -0.1
-0.1 0.2 -0.2
0.0 -0.1 0.0
0.0 0.2 0.0
0.0 0.2 -0.1
0.1 -0.1 0.1
-0.2 0.1 -0.3
0.0 0.0 0.0
-0.1 0.0 -0.1
0.2 0.0 0.1
0.2 -0.1 0.1
-0.1 -0.1 0.1
-0.2 0.0 0.3
0.0 0.1 0.0
-0.1 0.1 0.1
0.1 -0.1 -0.2
0.2 -0.1 -0.1
0.0 0.1 -0.1

---

> What is the formula in the first record?

C10H29INO7

---

> Which of these has the lowest M?

C10H29INO7

---

> What is the net charge in the first record?

-1

---

> Among the records above, which one has the lowest M?

C10H29INO7